1.
# C5H9N2

A gas-phase ion, C5H9N2 (charge +1) in a non-equilibrium geometry (the ωB97M-V functional and the def2-TZVPD basis, OMol25).

Last column: Löwdin charge in e.
Atoms and positions in Å:
C1 0.41 -1.78 -0.01  0.0167
C2 -0.22 -0.40 -0.18  -0.0956
C3 1.77 -1.62 0.09  -0.0920
C4 1.25 0.47 0.11  -0.1981
C5 1.30 1.96 0.07  -0.0150
N1 2.21 -0.36 0.02  0.1168
N2 -1.81 -0.52 0.21  0.2172
H1 -0.30 -2.54 0.01  0.0931
H2 -0.34 -0.29 -1.31  0.1573
H3 2.65 -2.25 0.23  0.1332
H4 0.76 2.52 0.77  0.0678
H5 1.10 2.45 -0.80  0.0568
H6 2.29 2.35 0.18  0.0903
H7 -2.21 0.38 0.01  0.1521
H8 -1.93 -0.46 1.19  0.1371
H9 -2.04 -1.42 -0.23  0.1624

Properties
- Net charge: +1
- Kohn-Sham gap (alpha / beta): 6.81 / 8.06 eV
- 2S+1: 3
- HOMO level (alpha / beta): -10.6 / -14.6 eV


2.
# C5H9N2O

2 unconnected molecules or ions with the total composition C5H9N2O in a non-equilibrium geometry (the ωB97M-V functional and the def2-TZVPD basis, OMol25).

Last column: Löwdin charge in e.
Atoms and positions in Å:
C1 -3.39 0.25 0.56  0.0490
C2 3.20 1.42 0.15  -0.0757
C3 -2.43 -0.32 -0.15  -0.1546
C4 0.71 -1.47 0.16  -0.0948
C5 -1.06 0.28 -0.31  -0.1618
N1 -0.07 -0.62 0.09  0.2036
N2 1.60 -2.37 0.30  0.2310
O1 2.36 0.60 -0.13  -0.0251
H1 -4.37 -0.19 0.63  0.0716
H2 -3.24 1.17 1.08  0.0725
H3 4.19 1.15 0.53  0.0935
H4 3.02 2.50 0.04  0.0947
H5 -2.59 -1.25 -0.68  0.1061
H6 -0.88 0.54 -1.36  0.1484
H7 -0.96 1.18 0.31  0.1394
H8 1.37 -3.30 0.62  0.1571
H9 2.57 -2.12 0.17  0.1453

Properties
- Net charge: +1
- Kohn-Sham gap: 10.73 eV
- HOMO level: -13.9 eV


3.
# C5H9N2O2

A gas-phase ion, C5H9N2O2 (charge +1) in a non-equilibrium geometry (the ωB97M-V functional and the def2-TZVPD basis, OMol25).

Last column: Löwdin charge in e.
Atoms and positions in Å:
C1 1.08 -2.23 -0.35  0.0510
N1 0.29 -1.08 -0.01  0.0011
C2 0.71 0.17 -0.16  -0.2848
O1 1.85 0.63 -0.54  -0.0199
O2 2.28 0.96 0.83  -0.1079
N2 -0.35 1.09 0.35  -0.0144
C3 -0.86 2.02 -0.69  0.0627
C4 -1.35 0.17 0.87  0.0277
C5 -0.95 -1.08 0.61  0.0493
H1 0.70 -2.70 -1.26  0.1175
H2 2.12 -1.92 -0.51  0.1205
H3 1.05 -2.96 0.46  0.1184
H4 0.09 1.67 1.08  0.2074
H5 -1.56 2.72 -0.23  0.1217
H6 -0.03 2.57 -1.14  0.1244
H7 -1.38 1.45 -1.46  0.1229
H8 -2.24 0.54 1.34  0.1468
H9 -1.46 -2.01 0.82  0.1553

Properties
- Net charge: +1
- Kohn-Sham gap: 8.17 eV
- HOMO level: -13.2 eV


4.
# C5H9N2O2

A gas-phase ion, C5H9N2O2 (charge +1) in a non-equilibrium geometry (the ωB97M-V functional and the def2-TZVPD basis, OMol25).

Last column: Löwdin charge in e.
Atoms and positions in Å:
C1 2.46 -0.75 0.63  0.0550
C2 1.09 -0.53 0.15  -0.2567
N1 0.53 0.65 0.05  0.1938
C3 -0.83 0.67 -0.48  -0.4144
C4 -1.86 1.15 0.51  0.0176
O1 -0.80 1.29 -1.70  0.0844
C5 -0.98 -1.16 -0.63  -0.2583
O2 -1.90 -1.80 -0.98  0.1995
N2 0.27 -1.55 -0.17  0.2061
H1 2.91 -1.62 0.15  0.1107
H2 2.45 -0.95 1.70  0.1217
H3 3.08 0.12 0.46  0.1081
H4 1.06 1.50 0.14  0.1926
H5 -1.84 2.23 0.58  0.1023
H6 -1.69 0.73 1.50  0.1018
H7 -2.86 0.84 0.18  0.1057
H8 -1.66 1.70 -1.91  0.1375
H9 0.58 -2.52 -0.17  0.1926

Properties
- Net charge: +1
- Kohn-Sham gap: 9.68 eV
- HOMO level: -13.9 eV


Short version: DFT total energy = -8298.157; -10349.666; -12393.670; -12399.786 eV, in the order given.
Short version: energy above the lowest of the compared OMol25 structures with the same formula, charge and spin = 1.9989; 2.9545; 7.2859; 1.1695 eV, in the order given.